ORCA calculation (ωB97M-V with the def2-TZVPD basis set) on a 6-piece molecular cluster, C34H41BF40IN7O9P overall in a non-equilibrium geometry.

For the energy, the calculation gives -191541.296 eV. The HOMO-LUMO gap is 6.92 eV. Its LUMO energy is -4.788 eV. The multiplicity is 1. As for the charge: +1. For the max |F|, the calculation gives 5.335 eV/A.

Last columns: bonded neighbours and bond lengths (Å).
Cartesian coordinates (Å):
1 N 3.16750 -3.59256 -2.18736  C2 1.513, H24 1.031, H25 1.025
2 C 1.82460 -2.89944 -2.10844  N1 1.513, C3 1.604, H26 1.134, H27 1.138
3 C 0.98871 -3.24618 -3.43297  C2 1.604, C4 1.625, H28 1.131, H29 1.146
4 C -0.50641 -2.61168 -3.39883  C3 1.625, C5 1.608, H30 1.130, H31 1.122
5 C -0.40518 -1.06939 -2.95397  C4 1.608, N6 1.382, C18 1.511
6 N -0.07140 -0.24310 -4.01078  C5 1.382, N7 1.324
7 N 0.06020 1.00746 -3.59492  N6 1.324, B8 1.546, C11 1.381
8 B 0.41589 1.99333 -4.73140  N7 1.546, N9 1.474, O10 1.430
9 N -0.64360 2.81891 -5.33969  B8 1.474, H32 1.027, H33 1.026
10 O 1.79409 2.06997 -5.10387  B8 1.430, H34 0.979
11 C -0.06930 1.54056 -2.32770  N7 1.381, I12 2.181, C13 1.510
12 I 0.31546 3.67011 -2.05403  C11 2.181
13 C -0.45585 0.73459 -1.11026  C11 1.510, P14 1.870, C18 1.531
14 P -0.61250 1.37628 0.63936  C13 1.870, O15 1.516, O16 1.720, O17 1.684
15 O -1.14208 2.78971 0.77644  P14 1.516
16 O 0.99084 1.37903 1.26151  P14 1.720, H35 0.988
17 O -1.49850 0.39623 1.68363  P14 1.684, H36 0.988
18 C -0.65694 -0.73106 -1.50346  C5 1.511, C13 1.531, C19 1.583
19 C -1.08448 -1.82140 -0.43817  C18 1.583, C20 1.624, H37 1.148, H38 1.144
20 C -2.70796 -1.82880 -0.38599  C19 1.624, N21 1.500, N22 1.509, N23 1.498
21 N -3.27721 -0.44271 -0.44744  C20 1.500, H39 1.031, H40 1.023
22 N -3.30982 -2.52756 -1.57978  C20 1.509, H41 1.031, H42 1.028
23 N -3.22366 -2.57137 0.80824  C20 1.498, H43 1.026, H44 1.035
24 H 3.87386 -2.84296 -2.13898  N1 1.031
25 H 3.30043 -4.18412 -1.36152  N1 1.025
26 H 1.34545 -3.27768 -1.15229  C2 1.134
27 H 2.04938 -1.78826 -2.01288  C2 1.138
28 H 1.56930 -2.91837 -4.34713  C3 1.131
29 H 0.91660 -4.38960 -3.45948  C3 1.146
30 H -0.89951 -2.67946 -4.45612  C4 1.130
31 H -1.11194 -3.25171 -2.70415  C4 1.122
32 H -1.56271 2.64995 -4.91488  N9 1.027
33 H -0.45398 3.82346 -5.24826  N9 1.026
34 H 1.79095 2.02558 -6.08178  O10 0.979
35 H 1.47397 0.61429 0.86463  O16 0.988
36 H -1.04405 0.32657 2.55804  O17 0.988
37 H -0.62814 -1.58728 0.58870  C19 1.148
38 H -0.69149 -2.86791 -0.68274  C19 1.144
39 H -3.74966 -0.28010 0.45486  N21 1.031
40 H -3.93541 -0.36895 -1.22648  N21 1.023
41 H -2.96014 -3.49749 -1.60432  N22 1.031
42 H -3.00836 -2.04831 -2.43724  N22 1.028
43 H -2.46343 -2.80920 1.45493  N23 1.026
44 H -3.65285 -3.43083 0.42246  N23 1.035
45 C -8.96802 -1.33018 1.29672  C46 1.545, O52 1.435, H59 1.093, H60 1.092
46 C -8.76363 0.09928 1.84627  C45 1.545, C47 1.530, F50 1.355, F51 1.364
47 C -9.15693 1.24749 0.91489  C46 1.530, F48 1.346, F49 1.357, H61 1.094
48 F -8.43645 1.26384 -0.22167  C47 1.346
49 F -8.93543 2.44035 1.52191  C47 1.357
50 F -7.48109 0.23081 2.26215  C46 1.355
51 F -9.53417 0.20223 2.96744  C46 1.364
52 O -7.81768 -1.99298 0.75140  C45 1.435, C53 1.409
53 C -7.49363 -1.75063 -0.59818  O52 1.409, C54 1.531, F57 1.345, F58 1.352
54 C -6.13078 -1.07269 -0.75863  C53 1.531, F55 1.351, F56 1.359, H62 1.090
55 F -6.08904 0.11722 -0.11941  C54 1.351
56 F -5.86429 -0.82197 -2.06708  C54 1.359
57 F -8.49143 -1.07231 -1.19219  C53 1.345
58 F -7.46031 -2.96222 -1.19732  C53 1.352
59 H -9.23684 -1.94470 2.16002  C45 1.093
60 H -9.83035 -1.39977 0.62980  C45 1.092
61 H -10.21798 1.19755 0.65366  C47 1.094
62 H -5.33578 -1.69986 -0.35497  C54 1.090
63 C -0.20402 -6.77931 4.22900  C64 1.545, O70 1.434, H77 1.093, H78 1.092
64 C -0.12440 -5.41885 3.50193  C63 1.545, C65 1.529, F68 1.355, F69 1.365
65 C -1.43425 -4.63958 3.37689  C64 1.529, F66 1.343, F67 1.365, H79 1.093
66 F -2.36381 -5.29764 2.66475  C65 1.343
67 F -1.21994 -3.46059 2.72343  C65 1.365
68 F 0.44758 -5.60102 2.28701  C64 1.355
69 F 0.74430 -4.64241 4.21283  C64 1.365
70 O -0.28787 -7.95371 3.41107  C63 1.434, C71 1.410
71 C -1.56344 -8.35768 2.96472  O70 1.410, C72 1.532, F75 1.345, F76 1.349
72 C -1.69113 -8.31408 1.43899  C71 1.532, F73 1.353, F74 1.353, H80 1.092
73 F -1.47708 -7.06893 0.95564  C72 1.353
74 F -2.93586 -8.67550 1.05118  C72 1.353
75 F -2.51437 -7.64232 3.59214  C71 1.345
76 F -1.71870 -9.63025 3.38604  C71 1.349
77 H 0.74972 -6.89360 4.75104  C63 1.093
78 H -0.95473 -6.78302 5.02270  C63 1.092
79 H -1.85141 -4.40559 4.36018  C65 1.093
80 H -0.96940 -8.98607 0.96970  C72 1.092
81 C 8.27955 -2.75825 -0.70279  C82 1.547, O88 1.435, H95 1.093, H96 1.093
82 C 6.78465 -2.59664 -1.06492  C81 1.547, C83 1.534, F86 1.355, F87 1.365
83 C 6.17929 -1.19350 -0.92821  C82 1.534, F84 1.345, F85 1.363, H97 1.094
84 F 6.20394 -0.72171 0.33065  C83 1.345
85 F 4.86585 -1.21594 -1.29040  C83 1.363
86 F 6.06515 -3.50073 -0.35664  C82 1.355
87 F 6.66137 -2.95945 -2.37511  C82 1.365
88 O 8.58914 -3.27055 0.60158  C81 1.435, C89 1.405
89 C 8.65500 -2.36032 1.66991  O88 1.405, C90 1.532, F93 1.344, F94 1.350
90 C 7.59475 -2.63352 2.74079  C89 1.532, F91 1.350, F92 1.355, H98 1.092
91 F 6.34500 -2.56019 2.23467  C90 1.350
92 F 7.66954 -1.71535 3.73500  C90 1.355
93 F 8.61461 -1.10263 1.19669  C89 1.344
94 F 9.88156 -2.51187 2.21227  C89 1.350
95 H 8.66558 -3.52560 -1.37906  C81 1.093
96 H 8.86338 -1.86502 -0.93723  C81 1.093
97 H 6.69287 -0.47629 -1.57479  C83 1.094
98 H 7.72574 -3.62816 3.17209  C90 1.092
99 C -4.13811 7.32868 -1.91588  C100 1.545, O106 1.437, H113 1.093, H114 1.092
100 C -3.97034 8.75131 -1.33733  C99 1.545, C101 1.530, F104 1.354, F105 1.364
101 C -4.34151 9.90974 -2.26513  C100 1.530, F102 1.345, F103 1.356, H115 1.094
102 F -3.57943 9.95083 -3.37318  C101 1.345
103 F -4.15616 11.09405 -1.63230  C101 1.356
104 F -2.70621 8.88927 -0.87201  C100 1.354
105 F -4.78300 8.82800 -0.24461  C100 1.364
106 O -2.95973 6.68661 -2.42920  C99 1.437, C107 1.416
107 C -2.60931 6.97791 -3.76997  O106 1.416, C108 1.532, F111 1.342, F112 1.358
108 C -1.25515 7.68379 -3.88950  C107 1.532, F109 1.346, F110 1.354, H116 1.092
109 F -1.24343 8.84825 -3.21429  C108 1.346
110 F -0.97185 7.97985 -5.17957  C108 1.354
111 F -3.60629 7.65818 -4.35634  C107 1.342
112 F -2.55492 5.77951 -4.40675  C107 1.358
113 H -4.43227 6.69677 -1.07362  C99 1.093
114 H -4.97400 7.26177 -2.61576  C99 1.092
115 H -5.39158 9.85273 -2.56666  C101 1.094
116 H -0.45148 7.05861 -3.49444  C108 1.092
117 C 4.82964 3.22418 4.01821  C118 1.545, O124 1.435, H131 1.093, H132 1.092
118 C 5.86698 4.24810 4.53080  C117 1.545, C119 1.530, F122 1.353, F123 1.365
119 C 6.22690 5.38671 3.57435  C118 1.530, F120 1.345, F121 1.356, H133 1.094
120 F 6.78658 4.94781 2.43248  C119 1.345
121 F 7.13545 6.21231 4.14974  C119 1.356
122 F 6.97580 3.58511 4.93309  C118 1.353
123 F 5.33812 4.81244 5.65527  C118 1.365
124 O 5.33411 1.99251 3.48049  C117 1.435, C125 1.409
125 C 5.71042 1.96852 2.12266  O124 1.409, C126 1.529, F129 1.346, F130 1.358
126 C 7.20076 1.68601 1.93197  C125 1.529, F127 1.348, F128 1.357, H134 1.089
127 F 7.96476 2.61725 2.53797  C126 1.348
128 F 7.52871 1.70571 0.61518  C126 1.357
129 F 5.30993 3.10280 1.51912  C125 1.346
130 F 4.98178 0.97295 1.55566  C125 1.358
131 H 4.26260 2.90999 4.89855  C117 1.093
132 H 4.08640 3.67983 3.35978  C117 1.092
133 H 5.34532 5.98375 3.32270  C119 1.094
134 H 7.46549 0.71405 2.34444  C126 1.089

Mulliken atomic charge list, values in e, 4 entries: number 1, N, carries -0.725; number 2, C, carries 0.421; number 3, C, carries -0.862; number 4, C, carries -0.441